ORCA calculation (ωB97M-V/def2-TZVPD) on a 12-piece molecular cluster, C42H117N9O12 overall at a distorted geometry.

```
! wB97M-V def2-TZVPD RIJCOSX def2/J DEFGRID3
* xyz 0 1
C 1.7701 -3.6876 -1.8702
C 2.6024 -4.7157 -1.1721
O 3.1510 -4.0962 -0.0364
H 0.9919 -3.3691 -1.1766
H 1.2297 -4.0584 -2.7412
H 2.3783 -2.8643 -2.2448
H 3.4384 -4.9186 -1.8415
H 2.0781 -5.6299 -0.8937
H 3.6990 -4.7791 0.3572
C 4.7349 0.0364 -2.0157
C 4.7779 -1.3635 -1.4802
O 4.0790 -1.3979 -0.2727
H 4.8039 0.7436 -1.1891
H 3.7218 0.1368 -2.4053
H 5.4361 0.2097 -2.8320
H 5.8147 -1.6377 -1.2854
H 4.4276 -2.0717 -2.2311
H 3.8528 -2.3139 -0.0955
C -4.1197 -0.4727 -3.3567
C -2.9267 0.5359 -3.5090
O -3.4741 1.8062 -3.2157
H -4.9253 -0.2132 -4.0435
H -4.5924 -0.5369 -2.3766
H -3.7699 -1.4372 -3.7248
H -2.5594 0.5029 -4.5347
H -2.0982 0.2150 -2.8776
H -2.7174 2.2803 -2.8632
C -0.3039 2.1668 -7.2310
C 0.5051 3.2656 -6.5999
C 1.9950 2.8512 -6.4295
O 2.0150 1.6541 -5.7022
C 3.2948 1.1938 -5.3676
N 0.2566 4.4340 -7.4229
H -0.4049 1.2603 -6.6343
H 0.0731 1.8591 -8.2064
H -1.3264 2.4351 -7.4968
H 0.0166 3.3541 -5.6295
H 2.5250 3.5756 -5.8111
H 2.5316 2.7766 -7.3754
H 3.7645 1.9233 -4.7078
H 3.8733 0.8932 -6.2412
H 3.0807 0.3141 -4.7607
H 0.5321 5.1881 -6.8102
H -0.7423 4.5818 -7.4416
C -0.6822 5.4365 5.0737
C -2.0953 5.0481 4.7865
C -2.1450 3.8961 3.7530
O -1.9195 2.5669 4.2350
C -1.7167 1.6303 3.1636
N -2.6666 4.5133 6.0157
H -0.1686 4.6854 5.6738
H -0.6132 6.3366 5.6845
H -0.0191 5.5735 4.2195
H -2.6478 5.9400 4.4912
H -1.3736 4.0923 3.0083
H -3.0760 3.8896 3.1862
H -2.4938 1.6355 2.3993
H -1.5658 0.6249 3.5567
H -0.7698 1.9262 2.7122
H -2.5904 3.5506 5.7197
H -3.6473 4.6987 5.8611
C -6.1337 1.0861 2.9351
C -6.3902 -0.0797 1.9404
C -5.1679 -1.0068 1.8386
O -4.8273 -1.4059 3.1857
C -3.6821 -2.2656 3.1861
N -7.6101 -0.7264 2.3539
H -6.3743 0.9015 3.9821
H -6.6603 2.0103 2.6975
H -5.0806 1.3431 3.0491
H -6.5636 0.2904 0.9299
H -4.3382 -0.4743 1.3735
H -5.3796 -1.8755 1.2152
H -3.7505 -2.9584 2.3474
H -3.6039 -2.8210 4.1207
H -2.8392 -1.5934 3.0254
H -7.4614 -1.0736 3.2906
H -7.7169 -1.5663 1.8032
C -0.6207 -5.4156 0.9401
C -0.4430 -4.4654 2.0946
C -0.3263 -5.2206 3.4119
O -1.5060 -6.0895 3.6105
C -1.4402 -6.9360 4.7515
N 0.7759 -3.6268 1.9713
H -1.5967 -5.8995 0.9751
H 0.1830 -6.1517 0.9556
H -0.6564 -4.8953 -0.0171
H -1.2813 -3.7717 2.1595
H -0.2954 -4.5735 4.2885
H 0.5698 -5.8395 3.4560
H -1.6657 -6.4762 5.7137
H -0.4978 -7.4687 4.8794
H -2.2483 -7.6459 4.5753
H 1.4109 -4.1517 1.3870
H 1.2994 -3.5091 2.8270
C 0.7669 -5.2931 -7.0732
C -0.1376 -5.1574 -5.7812
C -0.8308 -3.7749 -5.6661
O 0.2141 -2.7931 -5.6005
C -0.1794 -1.4463 -5.6564
N -1.1792 -6.1347 -5.9368
H 1.1057 -6.3291 -7.0663
H 1.6495 -4.6534 -7.0769
H 0.1738 -5.0070 -7.9418
H 0.4483 -5.3956 -4.8935
H -1.3432 -3.8083 -4.7046
H -1.4531 -3.5264 -6.5257
H -0.9452 -1.2331 -4.9105
H -0.5401 -1.0571 -6.6085
H 0.6735 -0.8786 -5.2845
H -0.8341 -6.8355 -6.5771
H -1.9409 -5.7615 -6.4851
C -2.6349 3.6320 -0.0103
C -1.5807 4.2620 -0.9351
C -0.3191 4.5888 -0.2216
O -0.6084 5.5527 0.7813
C 0.3758 6.5872 0.9658
N -1.3380 3.4403 -2.1349
H -3.4160 3.2280 -0.6544
H -3.1743 4.3516 0.6056
H -2.1510 2.7684 0.4459
H -2.0129 5.1888 -1.3123
H 0.2925 4.9320 -1.0561
H 0.1915 3.7333 0.2205
H 0.2789 7.3587 0.2019
H 1.3498 6.0985 0.9396
H 0.1936 7.1114 1.9039
H -0.8665 2.5927 -1.8532
H -0.6796 3.8481 -2.7831
C 1.3068 -2.7943 5.9975
C 1.2907 -1.7582 4.8830
C 1.5094 -0.2444 5.4092
O 0.3684 0.2638 6.0860
C 0.5355 1.6312 6.4924
N 2.3558 -2.0791 3.9593
H 1.2358 -3.7922 5.5646
H 0.5032 -2.5292 6.6844
H 2.2748 -2.7430 6.4959
H 0.3760 -1.6593 4.2986
H 1.7047 0.4412 4.5847
H 2.4295 -0.0942 5.9740
H 1.3590 1.7198 7.2010
H -0.3719 2.0523 6.9254
H 0.7182 2.1252 5.5381
H 2.3424 -1.3789 3.2315
H 3.1230 -1.6871 4.4864
C 2.5810 2.7530 2.3532
C 3.5401 1.9401 1.4738
C 5.0180 2.3798 1.4149
O 5.0902 3.7717 1.0366
C 6.4278 4.1959 0.7393
N 3.4054 0.5685 1.8980
H 1.5756 2.3374 2.4205
H 2.4748 3.7347 1.8915
H 3.0511 2.9176 3.3227
H 3.1209 2.1288 0.4854
H 5.5277 1.7996 0.6457
H 5.4893 2.3286 2.3964
H 6.4486 5.1965 0.3075
H 6.7441 3.4522 0.0080
H 7.1578 4.1463 1.5473
H 3.5966 0.0892 1.0297
H 2.4153 0.3985 2.0029
C -0.9717 -1.3312 0.0366
C 0.3499 -0.6092 0.0812
C 0.3247 0.8574 -0.2676
O -0.1443 1.0897 -1.6063
C 0.5781 0.5797 -2.7184
N 0.7764 -0.7775 1.4410
H -0.8834 -2.3984 0.2398
H -1.3994 -1.3103 -0.9658
H -1.6869 -0.8569 0.7087
H 1.1016 -1.0733 -0.5573
H 1.3381 1.2512 -0.1906
H -0.3180 1.4697 0.3648
H 0.6420 -0.5085 -2.7222
H 1.6107 0.9136 -2.8199
H 0.1666 0.8405 -3.6935
H 0.8470 -1.7802 1.5393
H 0.0136 -0.4796 2.0323
*
```

Structure (SMILES): COC[C@H](C)N.COC[C@H](C)N.COC[C@H](C)N.COC[C@H](C)N.COC[C@H](C)N.COC[C@H](C)N.COC[C@H](C)N.COC[C@H](C)N.COC[C@H](C)N.CCO.CCO.CCO
Orbital gap: 9.05 eV
ΔE to the lowest compared entry with this formula, charge and spin: 84.9 kcal/mol
Lowest unoccupied orbital energy: 0.24 eV